C7H9F3N3 | the ωB97M-V functional and the def2-TZVPD basis

```
22
Properties=species:S:1:pos:R:3:forces:R:3
H 0.65822 -3.00730 0.80994 0.4237 -1.5902 -1.1111
H 0.08963 4.14271 0.00358 1.3860 -0.4022 -0.3995
C -0.85590 0.44008 -0.24398 -2.1001 2.0773 -0.3792
C 0.51207 2.11873 -0.45396 3.4998 -0.1445 -0.7831
N -0.72997 1.80505 -0.20694 0.1084 -4.3273 -0.0566
H -1.40366 2.44576 0.02695 -2.0729 1.5532 0.7022
H 1.69154 3.40547 0.62765 -1.0690 0.4051 -0.2941
C 0.96791 3.47090 -0.23336 1.7993 1.8249 0.6439
F 0.64401 -1.36195 1.57999 -0.2956 1.3548 0.4606
H -3.04234 -3.08603 1.24339 0.2210 0.2747 -0.0146
C -1.95424 -3.02855 1.21615 1.3816 -0.8772 -0.1540
H 1.68998 3.85250 -1.00859 -1.3360 -0.1504 0.2964
N 0.32160 -0.01728 -0.61513 -0.6181 0.1430 0.7798
C 0.53886 -1.40257 -0.79982 -0.2291 -1.3432 -2.4738
C 1.24961 0.96260 -0.71499 0.3479 1.6410 -0.6857
F -1.39494 -4.06631 1.85120 -0.3417 0.2468 0.0868
H 2.29466 0.80227 -1.10122 -1.5395 0.2013 0.8182
F 1.84715 -1.50062 -1.31076 -1.5777 -0.5443 1.3800
N -1.25271 -2.19619 0.60158 -1.8846 0.9280 -0.2015
H -0.17111 -1.62206 -1.67901 1.1236 -0.7196 1.4882
H -1.84575 -0.04005 -0.14286 1.2992 -0.0259 -0.0796
C 0.14539 -2.11716 0.55018 1.4738 -0.5250 -0.0232
```
Forces are in eV/Å.

Properties
energy above the lowest of the compared OMol25 structures with the same formula, charge and spin = 0.8 kJ/mol
2S+1 = 1
charge = +1
largest force on an atom = 4.33 eV Å⁻¹
orbital gap = 10.314 eV
HOMO = -13.47 eV

Atomic partial charges in e from the Löwdin method, atoms 1 to 6:
1. H 0.155
2. H 0.115
3. C 0.001
4. C -0.306
5. N 0.183
6. H 0.151



C20H64O12 | the ωB97M-V functional and the def2-TZVPD basis

```
96
Properties=species:S:1:pos:R:3:forces:R:3
C 10.24513 -6.72015 -16.84883 0.2138 -0.5888 -0.7053
O 10.91622 -4.57965 -14.58943 -2.2365 0.6304 1.0771
H 6.39696 -1.95568 -14.57474 0.3263 0.0777 0.1672
H 8.76416 -3.52820 -17.13666 -0.2580 -0.2993 0.0233
C 7.77317 -3.53108 -15.18845 0.3407 -1.3528 1.0362
O 13.58633 -10.73833 -19.21444 0.4741 1.6874 -0.0723
H 11.42596 -3.74028 -16.94017 -0.2738 -0.0309 0.2776
H 8.64565 -4.74672 -12.48474 -0.4659 0.5637 -0.0318
C 13.05899 -12.78259 -16.48495 -0.5092 0.2030 1.1138
H 15.92160 -9.38285 -19.48057 0.1702 0.3540 -0.1992
H 8.06303 -12.39566 -16.18834 -0.1976 -0.0471 -0.4277
H 10.97331 -6.14648 -17.42220 0.1639 0.2416 0.3494
H 15.34671 -11.53684 -18.52178 0.1061 -0.1437 0.0811
H 9.27496 -6.08546 -11.67031 0.5138 -0.4184 -0.3704
H 13.43455 -4.88826 -13.90619 0.3928 0.0567 -0.2990
O 9.98645 -8.11907 -20.49847 -0.7030 1.4430 -0.2027
C 15.79262 -10.22335 -20.16250 -0.3114 0.3935 1.3305
H 8.22123 -9.03376 -19.96029 0.0981 0.3218 0.2137
O 8.82143 -2.92931 -14.49885 -1.5367 1.4726 -0.7973
H 13.01504 -12.11594 -15.62371 0.7380 -0.1247 0.5110
H 7.16215 -9.18330 -13.83018 -0.0207 -1.0350 0.7572
O 11.50287 -7.47580 -14.95543 -0.5266 0.1381 0.3166
H 12.78777 -10.00439 -22.91697 0.1627 0.0656 -0.3000
H 14.16073 -12.21284 -21.36768 -0.0193 0.7259 0.1649
C 13.07190 -3.86140 -13.86010 0.0597 0.0395 -0.1423
H 13.86946 -10.08770 -12.38062 -0.0750 0.1496 0.0633
C 12.29080 -3.81926 -16.28147 0.8172 -0.6742 -1.1314
H 9.15547 -9.91513 -21.11728 0.1196 -0.1561 -0.2338
C 14.67053 -12.40633 -20.42389 0.5416 -0.9604 0.8826
H 12.99287 -9.64602 -20.51740 0.0547 -0.5596 0.4617
H 9.76084 -9.80559 -19.45921 -0.3392 -0.5422 0.2906
H 7.99001 -2.03440 -16.65016 -0.1623 0.0855 -0.3195
H 14.05949 -13.14790 -19.90927 -0.0663 -0.2077 -0.0086
H 8.94267 -6.12482 -13.47436 0.0142 -0.5886 0.2515
H 6.92881 -3.36265 -17.17881 0.1759 -0.2447 0.1285
H 12.26848 -9.59228 -16.51368 0.0275 0.0554 0.0704
H 13.03736 -3.18488 -16.75927 0.2021 0.2633 0.6352
C 13.18826 -9.62061 -13.09188 -0.0314 -0.2761 -0.6141
C 6.49420 -3.04122 -14.55812 -1.4304 0.8876 0.0345
H 7.86918 -4.60814 -15.05120 0.0879 -0.1269 -0.3489
O 12.42005 -9.14669 -21.10405 -0.7430 0.7465 -0.3515
H 9.05318 -12.91642 -17.59849 0.4601 -0.5186 0.6424
H 15.38563 -9.85535 -21.10434 0.0435 -0.1798 -0.0195
H 4.96266 -8.73894 -14.55776 0.0729 0.0848 0.0377
C 10.88934 -7.93422 -16.13974 -0.6795 0.6199 -1.6395
H 12.78086 -8.01980 -17.18977 0.1773 0.0472 0.3902
H 13.21046 -11.29597 -18.52935 -0.9330 -0.1719 0.3889
H 10.88553 -8.38152 -20.70913 0.7077 -0.1536 0.0210
H 14.76435 -8.87522 -14.04685 -0.0555 -0.0960 0.0142
O 12.30217 -12.12657 -17.46045 0.2766 -0.3508 -0.9660
H 15.60811 -12.89658 -20.68597 0.1578 -0.0279 0.0620
H 7.18277 -8.91339 -15.41197 -0.6121 -0.0998 -1.0533
H 11.79700 -10.97590 -21.92625 -0.6572 0.0828 0.2537
H 11.54521 -2.66238 -14.70920 -0.3268 0.1141 0.3493
H 12.16535 -8.14812 -14.78023 0.7213 0.2998 0.5429
O 7.33079 -6.35960 -12.19824 -0.5985 0.1524 -0.4832
H 10.04618 -8.60685 -15.98243 0.0283 -0.3545 0.6826
H 15.92158 -7.39863 -17.28850 -0.1018 -0.1005 0.4912
H 6.34894 -3.40863 -13.54224 0.3401 -0.0144 -0.0561
O 13.81594 -8.73603 -13.99439 0.7447 0.9629 -0.1943
C 7.86510 -3.11688 -16.67775 0.5411 1.1283 -0.1308
H 12.65965 -4.84164 -16.36387 0.1172 -0.1691 -0.3968
O 9.91341 -11.49816 -16.30160 -0.1133 0.1871 -0.5332
H 12.54292 -13.68911 -16.16877 0.3836 -0.4126 -0.1365
C 8.59325 -5.83546 -12.48326 0.7254 0.4710 0.4479
C 11.97699 -9.93418 -22.19184 1.3472 -0.2132 -0.6087
H 5.64065 -3.36879 -15.15161 0.1684 -0.3720 -0.1491
H 9.53842 -7.03606 -17.61620 -0.0454 -0.3755 0.0101
H 15.29342 -5.83716 -16.62356 0.1978 0.0541 0.1547
H 16.76659 -10.69792 -20.28197 -0.0544 0.0874 -0.2886
H 11.16920 -9.43176 -22.72395 -0.2615 -0.2004 0.4346
C 11.92943 -8.66724 -16.98000 -0.1961 0.4714 -0.7002
H 12.78084 -10.37524 -13.76468 -0.5393 -0.5269 0.6594
O 5.25583 -9.64826 -14.65152 2.2094 -0.2655 -0.4461
H 12.41306 -9.03383 -12.59906 -0.0604 -0.3919 0.2032
O 16.15990 -5.81558 -18.54628 -0.3922 -0.0744 0.5741
H 9.48868 -3.56779 -14.23670 1.8565 -1.8092 0.2364
H 14.41674 -6.73671 -17.84598 0.0827 0.2565 -0.3786
C 6.74758 -9.64193 -14.72790 -1.4116 1.2242 0.2329
H 13.80594 -3.11179 -14.15569 0.4854 -0.2950 0.4712
H 12.74116 -3.72945 -12.82990 -0.0178 0.3429 -0.0630
H 7.09827 -10.63259 -15.01719 -0.2132 0.1412 0.4983
H 9.67337 -6.08537 -16.17189 0.2071 0.0139 0.2012
C 11.94991 -3.66684 -14.83328 0.1751 0.8507 -0.4104
H 17.05714 -5.87118 -18.20943 0.2720 0.2901 -0.4134
C 9.24711 -9.26015 -20.25084 0.0247 -0.7916 0.2079
H 6.98016 -5.86870 -11.45145 -0.1598 -0.1696 0.1549
C 14.87803 -11.21496 -19.45175 0.1747 -1.1808 -2.7418
H 11.51265 -11.82709 -17.00375 -0.7602 0.2950 -0.1297
C 8.76929 -12.08209 -16.95709 0.1038 -0.4605 -0.1862
H 11.57838 -8.89892 -17.98557 -0.3816 -0.2518 0.0840
H 11.17074 -5.49356 -14.73636 0.4244 -0.7806 -0.0784
C 15.41591 -6.45889 -17.51043 -0.0482 -0.4154 -0.4307
H 8.31959 -11.46736 -17.73680 -0.0862 0.9514 0.6794
H 14.08897 -12.95673 -16.79626 -0.2096 -0.0501 -0.0911
H 9.79217 -11.49102 -15.34931 -0.2062 -0.0800 -0.0832
```
Forces are in eV/Å.

Properties
2S+1 = 2
charge = +1
largest force on an atom = 2.99 eV Å⁻¹
expectation value of S² = 0.75
orbital gap (alpha / beta) = 9.127 / 2.643 eV
HOMO (alpha / beta) = -11.29 / -11.29 eV

Atomic partial charges in e from the Löwdin method, atoms 1 to 6:
1. C -0.035
2. O -0.078
3. H 0.110
4. H 0.093
5. C -0.399
6. O -0.079



C8H16CuO10S2 | the ωB97M-V functional and the def2-TZVPD basis

```
37
Properties=species:S:1:pos:R:3:forces:R:3
H -1.91845 -3.04710 -0.37607 0.4687 -0.0779 0.5167
H -2.09017 -0.73616 -2.11057 -0.2889 -0.1061 0.2032
O -0.06056 0.35869 1.14584 -0.8768 -0.4476 -0.5594
O 4.22212 0.95434 -2.94730 -1.0369 -1.2301 0.7444
H -2.07782 -3.05833 -2.00851 0.6616 -0.2168 -0.7533
H -1.90578 -0.75898 -0.30387 -0.0765 0.1998 -0.2357
O 1.20397 2.91884 0.53992 1.7688 -2.5359 2.6997
C -1.14953 1.14984 1.69761 0.5563 -0.4987 0.2728
O 3.74605 2.97623 -1.79802 -0.5016 -1.8866 0.1062
C -1.40218 -2.65695 -1.25319 -2.1375 0.1208 0.4313
O -0.15702 -0.61339 -1.42262 -1.0269 -1.2335 0.5232
H 0.46001 -3.23989 -0.35657 -0.1068 0.3687 0.4138
H 1.20541 -0.38651 2.57310 0.2132 -0.0905 -0.0746
H -1.74827 1.63988 0.92983 0.6658 0.0808 -0.2253
H 1.71802 -1.59039 -1.51947 -0.1503 0.5853 0.3485
S 0.26690 3.70148 -0.23656 1.3903 4.8917 -0.4038
O -0.62996 2.73003 -0.84345 -2.5087 -3.2598 -1.1501
O 1.01928 4.38635 -1.25943 -0.2157 0.8431 -0.9286
C 0.67434 -1.69622 -1.81548 0.8579 0.3379 -1.7342
O 3.10875 0.91433 -0.70115 -0.0914 -3.0089 3.9687
C 0.29249 -0.67259 2.05075 0.0202 0.2550 0.0963
O -0.42866 4.66212 0.63456 -0.9479 -0.3239 0.3744
O 1.86706 1.54248 -2.42590 -2.3064 -0.6634 -0.8325
H -0.57046 1.86157 2.28600 -0.8226 0.5502 0.2874
S 3.28766 1.56704 -1.97614 2.7049 5.4727 -2.9102
Cu 0.93333 1.14862 -0.57216 1.5933 1.7721 -1.6021
C -0.86021 -0.80776 3.03958 -1.1204 -0.4172 0.1394
H 0.70377 -1.73472 -2.90440 0.0119 0.2219 -0.3359
H 0.45647 -1.58354 1.47509 0.1393 -0.0355 -0.0361
H -0.58362 -0.58274 4.06961 0.1672 0.3116 -0.1082
C -1.96641 0.14154 2.51092 1.6124 0.7167 0.5700
C 0.06952 -2.95185 -1.33260 -0.4800 -1.8488 1.2073
H -2.68840 -0.39865 1.89852 -0.1639 0.2108 0.1575
H -2.37570 0.69748 3.35443 -0.6912 -0.2790 -0.1574
H -1.29886 -1.80433 3.08986 0.3214 -0.3102 -0.1306
C -1.54820 -1.14573 -1.25815 2.0565 1.1734 -0.1530
H 0.22503 -3.88505 -1.87395 0.3411 0.3579 -0.7296
```
Forces are in eV/Å.

Properties
energy above the lowest of the compared OMol25 structures with the same formula, charge and spin = 315.3 kJ/mol
2S+1 = 2
charge = -2
largest force on an atom = 6.76 eV Å⁻¹
expectation value of S² = 0.75
orbital gap (alpha / beta) = 4.982 / 4.962 eV
HOMO (alpha / beta) = -0.77 / -0.75 eV

Atomic partial charges in e from the Löwdin method, atoms 1 to 6:
1. H 0.100
2. H 0.127
3. O -0.225
4. O -0.420
5. H 0.102
6. H 0.101



C5H10NO | the ωB97M-V functional and the def2-TZVPD basis

```
17
Properties=species:S:1:pos:R:3:forces:R:3
H 1.45395 -1.55949 0.19594 0.5195 0.7955 0.3099
C -0.20369 -0.60877 -0.69950 -0.2516 1.3755 0.8385
H -0.68358 -0.20312 -2.68142 0.4440 0.3651 -0.8267
C 0.33527 -0.33766 1.66177 0.9233 3.5461 0.3557
C 0.96591 -0.57711 0.32081 -0.7468 -0.1834 -1.3873
H -1.48548 0.93872 -0.51396 -0.6371 1.4735 -1.7077
N -1.36603 0.12155 -0.00231 1.1862 -1.2467 1.9791
H -0.40134 1.73449 1.04284 -0.1782 -0.8659 0.5926
C -0.82726 0.71973 1.29709 1.0752 -0.9482 -0.6695
C 0.21185 0.16085 -2.09018 -0.8039 -0.7055 1.9130
H -0.51298 -1.67322 -0.83034 0.1295 0.7430 -0.3860
H 1.18478 0.04810 2.32928 -1.4572 -0.1194 -0.4252
H 1.58929 0.32123 0.06920 -0.0661 -1.1790 0.0565
H 0.03118 1.29997 -1.91585 -0.2672 -0.7495 0.2153
O 1.44521 -0.10130 -2.42939 0.2927 -0.2560 -0.8896
H -1.62409 0.83930 2.07116 0.6007 -0.2328 -0.5258
H -0.11300 -1.12327 2.17484 -0.7629 -1.8123 0.5573
```
Forces are in eV/Å.

Properties
energy above the lowest of the compared OMol25 structures with the same formula, charge and spin = 78.4 kJ/mol
2S+1 = 1
charge = -1
largest force on an atom = 3.68 eV Å⁻¹
orbital gap = 6.521 eV
HOMO = -2.40 eV

Atomic partial charges in e from the Löwdin method, atoms 1 to 6:
1. H 0.108
2. C -0.306
3. H 0.069
4. C -0.209
5. C -0.214
6. H 0.015



CNO5P2 | the ωB97M-V functional and the def2-TZVPD basis

```
9
Properties=species:S:1:pos:R:3:forces:R:3
C -2.56220 -0.96568 0.44309 -0.9643 1.8705 1.3980
O 3.41971 0.52145 -0.19900 -0.5849 0.5839 0.7496
O -3.00103 0.00065 0.85329 -1.1788 2.3690 0.6954
O -2.25712 -2.01036 0.17185 1.5003 -4.6847 -1.8153
O 1.30951 1.16646 0.37715 1.1538 -0.0767 0.8185
O -1.05983 1.54866 -0.35810 -2.2534 2.6237 -0.8622
N 2.21272 0.57036 -0.47906 0.8464 -0.0925 -0.1135
P -0.20190 0.42033 -0.11104 2.8133 -2.0673 -0.2540
P 1.48239 -0.06816 -1.79957 -1.3324 -0.5259 -0.6164
```
Forces are in eV/Å.

Properties
energy above the lowest of the compared OMol25 structures with the same formula, charge and spin = 16.7 kJ/mol
2S+1 = 1
charge = -1
largest force on an atom = 5.24 eV Å⁻¹
orbital gap (alpha / beta) = 6.846 / 6.847 eV
HOMO (alpha / beta) = -3.54 / -3.54 eV

Atomic partial charges in e from the Löwdin method, atoms 1 to 6:
1. C -0.621
2. O -0.164
3. O 0.165
4. O 0.181
5. O -0.377
6. O -0.502



C10H30NiO9S6 | the ωB97M-V functional and the def2-TZVPD basis

```
56
Properties=species:S:1:pos:R:3:forces:R:3
H 28.31826 2.60616 -10.74384 0.0854 0.0029 -0.0677
C 22.21980 -0.34736 -12.53097 0.4389 -0.0133 -0.2765
H 22.51999 2.42869 -5.19538 0.1094 -0.1181 -0.0648
C 21.92119 -3.11278 -8.22020 0.0556 -0.3746 -0.1508
S 22.91236 -2.29815 -6.98101 -0.1921 -0.7005 0.3535
H 21.48947 3.61928 -6.01525 0.1660 0.0752 0.0316
C 22.35352 3.58235 -8.67217 -0.1452 0.1182 -0.3270
O 25.65435 1.72634 -9.92997 0.0033 -0.1112 0.9061
C 25.01743 2.68489 -12.28332 0.0238 0.1724 -0.4923
H 23.97779 2.55300 -11.99150 0.0226 -0.0843 0.0880
H 23.02363 3.76690 -9.51102 -0.0474 -0.0224 -0.0420
H 27.62933 2.19163 -8.23129 -0.0042 -0.3042 -0.0601
H 22.59028 -3.70370 -8.84445 0.0496 0.0793 -0.0217
H 27.74762 3.21862 -12.33917 0.0808 0.1813 0.1742
H 21.45416 1.94609 -6.56944 0.1609 -0.1484 0.1147
H 20.18578 0.91537 -9.79697 -0.0755 -0.1236 0.0146
S 21.83290 -0.44722 -10.81032 -0.0471 -0.5385 -0.0908
C 21.52653 -1.65914 -6.02639 0.0362 -0.0994 0.3484
Ni 24.69992 -0.17485 -9.39428 0.0799 -0.2554 -0.2520
H 20.95382 -2.48185 -5.59584 -0.1261 -0.0283 -0.2582
H 21.19410 -3.75811 -7.72693 -0.0047 -0.0184 -0.0373
O 24.07199 -2.61660 -11.95696 0.1072 0.0794 -0.0104
S 27.24201 0.15417 -7.03139 0.2845 0.3630 0.2528
H 20.93881 -1.02223 -6.68604 -0.1292 -0.0156 0.0772
H 25.11426 3.59314 -12.88209 0.0096 0.0371 0.0695
H 21.91616 -1.09458 -5.17941 0.1399 0.1673 -0.1921
H 27.53572 1.51380 -11.94530 -0.0378 -0.1058 0.2625
O 25.21258 -0.53043 -11.38052 0.2299 0.0084 -0.1956
S 25.97817 2.87539 -10.78924 -0.1124 0.4517 -0.5075
H 19.53592 0.04836 -11.22890 -0.0061 -0.0922 0.0849
H 21.44123 -2.36210 -8.84388 -0.0699 0.0671 0.0824
C 20.38011 0.60255 -10.82153 0.0522 0.3202 -0.1211
H 26.46075 2.40345 -6.92652 -0.0028 0.0099 -0.0243
S 25.19140 -2.04533 -11.20065 0.0912 -0.1572 0.1972
S 23.40404 3.03852 -7.33686 0.1352 0.1896 0.2166
O 26.22329 -0.27234 -7.99744 -0.2643 -0.4845 -0.6373
H 21.84049 4.50741 -8.40947 0.0553 0.0153 0.0765
O 24.86931 -2.11810 -9.70906 -0.1629 -0.4249 -0.1166
H 25.53270 0.86536 -5.49848 0.1032 0.0964 -0.2568
O 23.50722 -1.11941 -7.61966 0.2177 1.1486 0.0137
H 21.63674 2.80690 -8.94450 0.1127 -0.0736 0.0711
C 26.40886 0.21647 -5.45276 -0.3042 0.0857 0.5108
H 27.11162 0.58226 -4.70203 -0.0037 -0.0727 0.0152
H 20.56125 1.47919 -11.44594 0.0667 0.0192 0.0754
H 22.51394 0.68792 -12.70654 -0.2665 0.0543 -0.1802
H 26.04508 -0.77443 -5.18558 0.2912 -0.1368 -0.1209
H 21.40319 -0.70255 -13.15717 -0.1026 0.1178 0.0537
O 26.47458 -2.64374 -11.49654 -0.2183 0.1100 -0.0209
O 23.94061 1.71745 -7.72330 0.1598 -0.1608 0.2897
O 22.89141 0.38656 -10.14814 -0.2837 0.6632 0.2851
C 27.40512 1.93498 -7.19891 0.1168 0.3982 0.0607
C 22.09857 2.72278 -6.15236 -0.6388 0.1648 -0.1105
C 27.56436 2.51955 -11.52182 0.0725 -0.1490 -0.4246
H 25.37317 1.83108 -12.85889 -0.1463 -0.1835 0.1881
H 23.09830 -0.98355 -12.66143 -0.0820 -0.1264 0.0140
H 28.22772 2.28865 -6.57489 -0.0844 -0.0730 0.1316
```
Forces are in eV/Å.

Properties
energy above the lowest of the compared OMol25 structures with the same formula, charge and spin = 0.0 kJ/mol
2S+1 = 3
charge = 0
largest force on an atom = 1.17 eV Å⁻¹
expectation value of S² = 2.00
orbital gap (alpha / beta) = 7.505 / 7.453 eV
HOMO (alpha / beta) = -7.46 / -7.41 eV

Atomic partial charges in e from the Löwdin method, atoms 1 to 6:
1. H 0.047
2. C -0.236
3. H 0.050
4. C -0.248
5. S 0.858
6. H 0.054